# 1
Formula: C4H9NO2
Source: OMol25
Level of theory: the ωB97M-V functional and the def2-TZVPD basis

```
16
Properties=species:S:1:pos:R:3:mulliken_spin:R:1
C -0.3615 -0.5737 -0.1436 0.352
C -1.2980 0.6010 -0.3100 0.078
C -2.7228 0.3570 -0.8379 0.435
O -2.8240 -0.6921 -1.5038 -0.137
N 0.9311 0.1815 0.1459 -0.124
C 2.0969 -0.2817 0.9784 0.025
O 3.1720 -0.6964 0.3275 0.001
H -0.8038 -1.1334 0.7535 -0.006
H -0.2600 -1.3172 -0.9644 0.079
H -0.9305 1.2459 -1.1998 0.083
H -1.3344 1.2339 0.6526 -0.010
H -3.3902 1.1692 -1.0907 0.278
H 0.6931 1.0312 0.5224 -0.061
H 2.3880 0.4632 1.6736 0.005
H 1.6337 -1.0363 1.6120 0.000
H 3.0104 -0.5519 -0.6158 0.000
```

Calculated values
Expectation value of S² = 0.75
Multiplicity = 2
Frontier orbital gap (alpha / beta) = 3.0 / 6.8 eV
Total charge = -1
DFT total energy = -9876.0353 eV
HOMO level (alpha / beta) = 0.561 / -3.336 eV
Energy above the lowest of the compared OMol25 structures with the same formula, charge and spin = 2.651 eV

=====

# 2
Formula: C4H10BNO2
Source: OMol25
Level of theory: the ωB97M-V functional and the def2-TZVPD basis

```
18
Properties=species:S:1:pos:R:3:nbo_charge:R:1
B -0.0391 -0.2501 0.0524 1.321
C -2.6348 0.5159 -0.3419 -0.071
C -2.2193 -0.9724 -0.4895 -0.074
C 2.3452 -0.9619 0.0855 -0.406
C 1.7898 1.3935 0.5206 -0.396
N 1.3092 0.0910 0.1831 -0.760
O -1.7663 1.1641 0.5096 -0.788
O -0.7979 -1.1632 -0.3748 -0.718
H -2.5862 0.9701 -1.3573 0.117
H -3.6613 0.4392 -0.1084 0.159
H -2.6764 -1.4264 0.4817 0.167
H -2.5327 -1.5711 -1.2945 0.190
H 2.3663 -1.3372 -0.9862 0.207
H 3.2459 -0.3298 0.1734 0.214
H 2.0636 -1.7178 0.8238 0.217
H 2.2172 1.2724 1.6435 0.174
H 2.6425 1.7179 -0.0270 0.193
H 0.9341 2.1657 0.5060 0.254
```

Calculated values
Frontier orbital gap = 8.8 eV
Total charge = 0
DFT total energy = -10570.1858 eV
HOMO level = -8.301 eV
Energy above the lowest of the compared OMol25 structures with the same formula, charge and spin = 3.213 eV

=====

# 3
Formula: C6H10N2O
Source: OMol25
Level of theory: the ωB97M-V functional and the def2-TZVPD basis

```
19
Properties=species:S:1:pos:R:3:nbo_charge:R:1
C 1.5208 0.7223 -0.3873 -0.622
C 0.1644 0.1891 0.1871 0.002
C 0.5897 -0.3253 1.5552 -0.607
C -0.9312 1.3087 0.0915 -0.632
C -0.3951 -1.0433 -0.6295 -0.273
C -1.6962 -1.4372 -0.0475 0.260
N -2.7713 -1.7307 0.2305 -0.283
N -0.5857 -0.6217 -2.0946 0.186
O -0.1446 -1.3895 -2.8892 -0.231
H 1.3359 1.1270 -1.4105 0.220
H 2.1269 -0.2092 -0.3394 0.207
H 1.9603 1.5958 0.2592 0.226
H -0.3359 -0.7979 2.0524 0.216
H 0.9547 0.5380 2.0077 0.219
H 1.3654 -0.9791 1.5286 0.208
H -1.8467 0.8781 0.2531 0.216
H -0.8051 2.0468 0.8619 0.215
H -0.9606 1.9979 -0.6784 0.229
H 0.4544 -1.8697 -0.5506 0.244
```

Calculated values
Frontier orbital gap = 9.1 eV
Total charge = 0
DFT total energy = -11407.8863 eV
HOMO level = -9.687 eV
Energy above the lowest of the compared OMol25 structures with the same formula, charge and spin = 4.201 eV
SMILES string = CC(C)(C)[C@@H](C#N)N=O

=====

# 4
Formula: C3H9OS
Source: OMol25
Level of theory: the ωB97M-V functional and the def2-TZVPD basis

```
14
Properties=species:S:1:pos:R:3:mulliken_spin:R:1
C 2.1058 -0.1952 -1.4681 -0.115
O 2.2977 -0.8465 -0.1907 -0.035
H 1.4130 0.5187 -1.6693 0.316
H 1.4871 -0.9797 -2.1013 0.004
H 3.0487 0.0439 -1.8736 -0.219
C -2.3206 1.0298 0.3179 0.031
S -0.2871 0.6300 0.3686 0.951
C -0.3953 -0.7775 1.4601 0.030
H -2.7466 0.0716 0.4358 0.028
H -2.5984 1.7126 1.1890 -0.074
H -2.4763 1.5145 -0.5712 0.016
H 0.2174 -0.9034 2.3517 0.025
H 1.5677 -0.3812 0.4161 0.030
H -1.3131 -1.4376 1.3350 0.013
```

Calculated values
Expectation value of S² = 0.75
Multiplicity = 2
Frontier orbital gap (alpha / beta) = 2.7 / 4.8 eV
Total charge = -2
DFT total energy = -16132.0736 eV
HOMO level (alpha / beta) = 3.754 / 1.754 eV
Energy above the lowest of the compared OMol25 structures with the same formula, charge and spin = 4.792 eV

=====

Q: Among the records above, which one has the lowest energy above the lowest of the compared OMol25 structures with the same formula, charge and spin?
A: C4H9NO2